{
  "formula": "C20H29N3NiO6SSi2Te",
  "method": "ωB97M-V with the def2-TZVPD basis set",
  "elements": ["Ni", "O", "N", "O", "C", "C", "C", "C", "C", "C", "N", "C", "C", "N", "C", "C", "C", "C", "H", "H", "H", "H", "H", "H", "H", "C", "Si", "C", "C", "C", "Te", "C", "Si", "C", "C", "C", "H", "H", "H", "H", "H", "H", "H", "H", "H", "H", "H", "H", "H", "H", "H", "H", "H", "H", "H", "H", "H", "H", "O", "S", "O", "O", "O"],
  "xyz": [[-0.57722, 0.66475, 0.21027], [3.62376, 6.58727, -0.58808], [2.74412, 6.00506, -1.23009], [2.48767, 6.30343, -2.40060], [2.03690, 4.98106, -0.58455], [2.37121, 4.74371, 0.75557], [1.79287, 3.72623, 1.49658], [2.16081, 3.43398, 2.84129], [1.55364, 2.39527, 3.48618], [0.58470, 1.63110, 2.81945], [0.21228, 1.88037, 1.56414], [0.79615, 2.90049, 0.90198], [0.42038, 3.15079, -0.46558], [-0.53740, 2.35757, -0.98312], [-0.89670, 2.49403, -2.25772], [-0.32308, 3.44623, -3.08195], [0.63746, 4.29501, -2.57017], [1.04014, 4.17749, -1.22497], [3.12582, 5.37097, 1.20300], [2.92240, 4.03518, 3.31431], [1.81032, 2.14368, 4.50390], [0.10486, 0.80077, 3.32041], [-1.65643, 1.81690, -2.62471], [-0.62326, 3.51262, -4.11711], [1.10127, 5.04258, -3.19112], [-3.50098, 0.38115, 2.54885], [-4.38121, 0.31780, 0.83992], [-6.26825, 0.39415, 1.10144], [-3.61295, 1.74411, -0.14622], [-3.98452, -1.33685, -0.05076], [-1.99961, -1.58426, 0.70579], [-1.80012, -3.61504, 0.25728], [-1.92912, -4.25341, 2.05630], [-0.81318, -3.16125, 3.15653], [-1.45119, -6.09788, 2.08582], [-3.75441, -3.96996, 2.55584], [-3.96764, 1.08323, 3.23388], [-2.46229, 0.70227, 2.39424], [-3.48666, -0.59692, 3.02961], [-6.53567, 1.28268, 1.65673], [-6.64339, -0.46315, 1.65098], [-6.79127, 0.43363, 0.15329], [-3.71855, 2.70203, 0.35414], [-4.01189, 1.84738, -1.14989], [-2.52851, 1.53120, -0.22019], [-3.94799, -1.23292, -1.13600], [-4.64330, -2.15414, 0.21795], [-0.81708, -3.75240, -0.19378], [-2.58768, -3.93481, -0.42424], [-0.14841, -2.57071, 2.52157], [-0.19481, -3.73849, 3.83836], [-1.40682, -2.47425, 3.75803], [-0.43852, -6.25994, 1.72745], [-2.11719, -6.68813, 1.46409], [-1.51394, -6.48698, 3.09535], [-4.03493, -2.93823, 2.35302], [-3.92967, -4.16902, 3.60825], [-4.42670, -4.61237, 1.99586], [0.35521, -2.48380, -1.52555], [0.15391, -1.23263, -0.87915], [-1.42640, -0.90731, -1.03607], [0.27296, -1.38844, 0.60520], [0.86824, -0.09857, -1.36792]],
  "nbo_charge": [0.848, -0.470, 0.482, -0.485, -0.019, -0.221, -0.077, -0.160, -0.234, -0.020, -0.539, 0.124, 0.237, -0.570, 0.043, -0.253, -0.139, -0.065, 0.248, 0.220, 0.219, 0.188, 0.194, 0.223, 0.269, -1.114, 1.579, -1.092, -1.104, -1.240, 1.774, -1.205, 1.560, -1.123, -1.086, -1.094, 0.258, 0.241, 0.221, 0.242, 0.237, 0.241, 0.254, 0.242, 0.230, 0.274, 0.262, 0.308, 0.267, 0.253, 0.260, 0.242, 0.248, 0.243, 0.242, 0.214, 0.251, 0.245, -0.944, 2.502, -1.000, -1.007, -0.923],
  "multiplicity": 3,
  "orbital_gap_ev": [3.775, 6.725],
  "relative_energy_kj_mol": 423.5,
  "mol_weight_g_mol": 682.00,
  "e_homo_ev": [-5.06, -7.99],
  "lumo_energy_ev": [-1.28, -1.26],
  "charge": 0
}